Record 1
DFT (ωB97M-V with the def2-TZVPD basis set) results for C48H36AsN6O6S3Ti as an isolated structure.

```
101
Properties=species:S:1:pos:R:3:forces:R:3
Ti 0.821206 0.514919 0.031072 -1.4 -0.8 -3.1
S 5.441724 0.514532 5.751942 -0.2 0.0 -0.3
N 3.820278 0.224135 5.711273 0.3 0.1 -0.1
C 3.475814 0.171456 4.438775 0.1 0.0 0.3
C 2.154781 -0.096672 3.936254 -0.4 0.0 -0.3
C 1.090755 -0.447494 4.740831 0.2 0.1 -0.1
C -0.147220 -0.715017 4.165145 -0.1 0.0 0.0
C -0.289717 -0.539312 2.793806 -0.1 -0.1 0.1
N 0.687596 -0.180179 1.986805 0.6 -0.5 1.1
C 1.953379 -0.035124 2.514451 0.2 -0.1 0.5
C 3.030241 0.104767 1.631754 0.5 -0.2 0.3
N 2.771895 0.029883 0.276464 1.2 -0.2 0.9
C 3.776763 0.141514 -0.561436 0.2 -0.1 -0.2
C 5.103430 0.323379 -0.172486 0.1 0.0 0.0
C 5.388958 0.408311 1.184393 -0.1 0.0 0.1
C 4.366133 0.300490 2.108467 -0.2 -0.1 -0.4
C 4.574156 0.372111 3.530783 0.2 0.0 0.1
N 5.732064 0.573123 4.130273 -0.1 0.0 0.3
H 1.243109 -0.513722 5.811283 0.0 0.0 0.0
H -0.996474 -1.009506 4.765503 0.0 0.0 0.0
H -1.254237 -0.689449 2.323735 0.0 0.0 0.0
H 3.524000 0.086041 -1.613886 -0.1 0.1 0.0
H 5.883513 0.411839 -0.915293 0.0 0.0 0.0
H 6.399300 0.565994 1.542146 0.0 0.0 0.0
C 1.216684 1.738699 -3.776464 -0.1 -0.1 0.2
O 1.280041 1.445456 -2.398265 0.3 0.1 -0.5
C 0.904067 0.190272 -1.909034 0.0 0.1 0.9
C 0.990013 -0.929126 -2.911257 0.0 0.2 0.0
H 2.030695 1.255353 -4.331444 0.0 0.0 -0.1
H 1.314862 2.820264 -3.867417 0.0 0.0 0.0
H 0.257499 1.439853 -4.206359 0.0 0.0 -0.1
H 0.362706 -0.771582 -3.798279 0.0 0.0 0.0
H 0.681697 -1.863055 -2.447840 0.0 0.0 0.0
H 2.025168 -1.056542 -3.266540 0.0 0.0 0.0
C -6.726448 -1.094397 0.860486 0.0 0.0 0.0
C -5.806996 -0.890870 1.881120 -0.1 0.0 0.0
C -4.538003 -0.421950 1.580482 0.1 0.0 -0.1
C -4.157522 -0.142261 0.267069 0.3 -0.1 0.3
C -5.085157 -0.360416 -0.744618 0.1 0.0 -0.1
C -6.359500 -0.828270 -0.450931 0.0 0.0 0.0
As -2.311299 0.638024 0.046378 -1.3 0.2 0.0
C -3.125209 2.379983 0.481867 0.2 0.2 -0.1
C -3.414973 2.894339 1.734767 0.0 0.0 -0.1
C -3.940978 4.173141 1.855814 0.0 0.0 0.1
C -4.162334 4.947009 0.726272 -0.1 0.1 -0.1
C -3.882069 4.439962 -0.532458 -0.1 0.0 0.0
C -3.379222 3.149113 -0.660156 0.0 0.1 0.2
C -3.080008 2.473480 -1.930733 0.1 -0.1 -0.1
C -3.303259 3.001562 -3.199669 0.0 0.0 -0.1
C -3.015900 2.247432 -4.327540 0.0 0.0 0.1
C -2.510251 0.959534 -4.195782 -0.1 0.0 0.0
C -2.280012 0.428264 -2.933175 0.1 -0.1 0.0
C -2.562044 1.178796 -1.803422 0.0 0.1 -0.1
H -7.724294 -1.451975 1.088134 0.0 0.0 0.0
H -6.086082 -1.095824 2.908774 0.0 0.0 0.0
H -3.817898 -0.250517 2.376076 -0.1 0.0 0.1
H -4.806264 -0.158135 -1.772402 0.0 0.0 0.0
H -7.075217 -0.983542 -1.251059 0.0 0.0 0.0
H -3.206147 2.310154 2.620133 0.1 0.0 0.1
H -4.139104 4.583705 2.838850 0.0 0.0 0.0
H -4.550597 5.954662 0.822415 0.0 0.0 0.0
H -4.048620 5.056937 -1.407785 0.0 0.0 0.0
H -3.709837 3.999435 -3.313980 0.0 0.0 0.0
H -3.189111 2.666421 -5.312486 0.0 0.0 0.0
H -2.299102 0.372946 -5.083287 0.0 0.0 0.0
H -1.888471 -0.574215 -2.809939 0.0 0.1 0.0
O -0.247939 2.198738 -0.226022 -0.3 0.4 0.2
S 0.627812 3.065666 0.675118 -0.3 2.0 0.1
O 0.699623 4.423169 0.180586 0.0 -0.3 -0.1
O 1.916099 2.325887 0.557874 0.1 -0.5 -0.1
S 0.009105 2.985117 2.531220 -0.3 0.1 0.4
O -2.131412 -1.810319 -0.947263 0.0 -0.2 -0.1
C -1.123985 -2.362797 -0.524209 0.1 0.1 -0.1
N -1.032902 -3.748801 -0.454896 0.0 -0.1 -0.1
C 0.188565 -4.145321 0.191989 0.2 0.0 -0.1
C 0.872090 -2.743419 0.334737 -0.3 -0.1 0.2
O 1.990142 -2.627817 0.802679 0.1 0.0 -0.1
N 0.033188 -1.770438 -0.096117 0.3 -0.1 0.1
C 1.032761 -5.084943 -0.673468 0.0 0.0 0.0
C 2.382652 -5.292879 -0.389702 0.0 0.0 0.0
C 3.134993 -6.168073 -1.156121 0.0 0.0 0.0
C 2.550790 -6.867793 -2.203801 0.0 0.0 0.0
C 1.208645 -6.670799 -2.485190 0.0 -0.1 -0.1
C 0.455381 -5.783248 -1.728535 0.0 0.0 0.0
C -0.046363 -4.836278 1.534228 0.1 0.1 0.1
C 0.601780 -4.440350 2.700621 0.0 0.1 0.0
C 0.390398 -5.126834 3.888280 -0.1 -0.1 0.1
C -0.465036 -6.217433 3.930618 0.1 0.0 0.0
C -1.115193 -6.617350 2.770821 -0.1 0.0 0.0
C -0.902875 -5.934820 1.584563 0.0 0.0 0.0
H -1.885399 -4.271301 -0.356011 -0.1 0.1 0.0
H 2.840307 -4.737998 0.416348 0.0 0.0 0.0
H 4.188179 -6.300199 -0.938640 0.0 0.0 0.0
H 3.138231 -7.559351 -2.796152 0.0 0.0 0.0
H 0.745780 -7.204935 -3.307191 0.0 0.0 0.0
H -0.586323 -5.618065 -1.972778 0.0 0.0 0.0
H 1.273386 -3.592364 2.680204 0.0 0.0 0.0
H 0.896100 -4.800255 4.788783 0.0 0.0 0.0
H -0.620603 -6.755406 4.857915 0.0 0.0 0.0
H -1.787699 -7.466940 2.793287 0.0 0.0 0.0
H -1.400525 -6.274391 0.682048 0.0 0.0 0.0
```
Forces are in eV/Å.

Output
- 2S+1 = 2
- gap between HOMO and LUMO (alpha / beta) (eV) = 4.24 / 4.82
- expectation value of S² = 0.781
- total energy (hartree) = -6910.7127
- net charge = -2

=====

Record 2
DFT (ωB97M-V with the def2-TZVPD basis set) results for C48H36B3F3O19S as an isolated structure.

```
110
Properties=species:S:1:pos:R:3:forces:R:3
C -0.151648 1.403665 -0.344645 0.4 -0.5 -0.7
C -0.002949 0.873501 -1.412378 0.2 0.1 0.4
C 0.129393 0.137891 -2.668257 -0.5 0.2 -0.1
C 0.071284 1.042756 -3.907472 0.1 0.5 0.4
C 1.408512 1.698954 -4.269666 0.1 -0.2 -0.7
B 2.574776 0.699505 -4.583731 -0.6 1.5 -0.2
O 3.840143 0.928980 -4.059906 -0.6 -1.6 -0.4
B 4.646813 -0.191411 -4.065869 1.5 0.6 0.2
O 4.477218 -1.253881 -4.972909 -0.6 0.0 0.9
B 3.156870 -1.444437 -5.186465 0.3 0.3 -0.9
S 2.585272 -3.271288 -5.135620 0.6 -1.5 -1.5
O 1.966828 -3.654368 -6.368737 -1.3 0.8 -0.5
O 3.687715 -4.121791 -4.823445 0.8 0.1 1.5
C 1.290174 -3.433187 -3.815172 0.3 0.8 -1.2
F 0.831300 -4.632461 -3.750829 -0.1 -2.0 0.2
F 0.281836 -2.658945 -4.161355 -0.8 1.2 -0.2
F 1.759600 -3.046004 -2.662035 0.6 0.4 1.3
O 2.321100 -0.410342 -5.420984 -0.3 -0.4 1.1
H -0.286903 1.687391 0.659059 -0.1 0.4 0.3
H 1.021614 -0.487971 -2.610549 0.1 0.0 -0.2
H -0.722923 -0.540661 -2.726399 0.0 -0.2 0.1
H -0.620470 1.849298 -3.663510 -0.2 0.0 -0.1
H -0.392588 0.525592 -4.742326 0.3 -0.2 -0.1
H 1.237521 2.263839 -5.197461 0.1 0.0 0.0
H 1.717397 2.449495 -3.544953 0.0 -0.1 0.2
H 5.514365 -0.271374 -3.281120 -0.2 -0.2 0.2
C -2.301614 -2.423295 2.634587 0.0 0.0 -0.1
C -1.917863 -1.379127 1.905115 0.0 -0.1 0.0
C -2.798682 -0.195852 1.733638 0.0 0.0 -0.1
O -2.447823 0.752921 1.063061 -0.2 -0.1 0.2
C -4.119251 -0.220858 2.405611 0.0 0.0 0.0
C -4.502595 -1.266415 3.131825 0.1 -0.1 0.0
C -3.624406 -2.446594 3.304672 -0.1 -0.1 0.0
O -3.975426 -3.396515 3.973317 0.1 0.1 0.2
H -1.676475 -3.296808 2.771222 0.0 0.0 0.0
H -0.957498 -1.341010 1.405372 0.0 0.0 0.0
H -4.748307 0.649420 2.269485 0.0 0.0 0.0
H -5.463607 -1.303861 3.623422 0.0 0.0 0.0
C 8.328508 -1.415239 -5.485319 0.0 0.0 -0.1
C 9.440306 -2.037979 -5.866301 -0.1 0.0 0.0
C 10.779702 -1.532948 -5.470822 0.1 0.0 0.0
O 11.792449 -2.100024 -5.820330 0.0 0.0 0.0
C 10.829222 -0.309417 -4.633722 0.0 0.0 0.0
C 9.717452 0.314135 -4.251829 0.0 0.1 0.0
C 8.383260 -0.192069 -4.648727 0.0 0.0 0.0
O 7.364994 0.374373 -4.298774 0.3 0.1 -0.3
H 7.342062 -1.767291 -5.762595 0.0 0.0 0.0
H 9.423537 -2.932447 -6.475866 0.0 0.0 0.0
H 11.814188 0.043061 -4.354705 0.0 0.0 0.0
H 9.735349 1.209868 -3.639308 0.0 -0.3 -0.2
C -5.910957 0.030617 6.356004 0.0 0.0 0.0
C -5.713255 0.332293 7.636353 0.0 -0.1 -0.1
C -5.869217 1.722684 8.132354 0.0 0.0 0.1
O -5.685719 1.999098 9.298778 0.0 0.0 0.0
C -6.255307 2.760825 7.147264 -0.1 -0.1 -0.1
C -6.452552 2.461454 5.866617 -0.1 0.0 0.0
C -6.296934 1.072520 5.370677 0.0 0.0 0.0
O -6.478190 0.798851 4.201917 -0.1 0.0 0.1
H -5.800959 -0.977734 5.976541 0.0 0.0 0.0
H -5.431704 -0.411994 8.370359 0.0 0.0 0.0
H -6.366199 3.767810 7.527796 -0.1 0.0 0.0
H -6.731968 3.206908 5.136069 0.0 0.0 0.0
C -3.596121 -3.307472 -3.307138 0.1 0.0 0.0
C -2.930584 -2.359046 -3.960652 0.0 -0.1 0.0
C -3.407941 -0.954294 -3.972491 0.0 0.0 0.0
O -2.801678 -0.089745 -4.568661 0.0 0.0 0.0
C -4.654103 -0.647830 -3.227660 -0.1 0.0 0.0
C -5.319790 -1.596952 -2.574651 0.0 0.1 0.0
C -4.842392 -3.000631 -2.562900 0.0 0.0 0.1
O -5.444698 -3.866000 -1.963887 0.0 0.1 -0.2
H -3.264596 -4.338065 -3.286012 0.0 0.0 0.0
H -2.019624 -2.563222 -4.509001 -0.1 0.0 0.0
H -4.984567 0.382795 -3.247360 0.0 0.0 0.0
H -6.230028 -1.393609 -2.025160 0.0 0.0 0.0
C -2.902158 5.707169 7.594375 0.0 -0.1 0.0
C -3.825197 5.082609 6.868094 0.1 0.1 0.0
C -4.401782 5.707773 5.652720 0.0 0.0 -0.1
O -5.246126 5.138719 4.990471 0.1 0.1 0.0
C -3.909314 7.054610 5.276034 0.0 0.1 0.0
C -2.986156 7.680258 6.001493 -0.1 0.0 -0.1
C -2.408707 7.055763 7.218057 0.0 0.0 0.0
O -1.566924 7.623911 7.877756 0.0 0.0 0.0
H -2.470251 5.267933 8.484658 0.0 0.0 0.0
H -4.192823 4.101603 7.125589 0.1 0.0 0.0
H -4.341922 7.492751 4.385622 0.0 0.0 0.0
H -2.614652 8.663634 5.743250 0.0 0.0 0.0
C 8.425472 3.889116 0.452682 0.0 -0.1 0.0
C 8.970012 2.949907 -0.315843 0.0 0.0 0.1
C 9.816007 3.305367 -1.479325 0.0 0.0 0.0
O 10.311500 2.447092 -2.182323 0.1 0.2 0.2
C 10.034971 4.744886 -1.755444 0.0 0.1 0.0
C 9.491100 5.685105 -0.987732 0.0 0.0 -0.1
C 8.643437 5.331405 0.178370 0.0 0.0 0.0
O 8.149448 6.186619 0.879120 0.0 0.0 0.0
H 7.803996 3.650919 1.306276 0.0 0.0 0.0
H 8.823298 1.893197 -0.132114 0.0 0.0 0.0
H 10.656445 4.981669 -2.609649 0.0 0.0 0.0
H 9.638298 6.741384 -1.172848 0.0 0.0 0.0
C -5.194487 -7.469007 2.545437 0.0 0.1 0.0
C -4.932399 -6.165043 2.492109 0.0 -0.1 0.1
C -5.232671 -5.374260 1.272926 0.0 0.0 -0.1
O -4.998520 -4.184564 1.213540 0.1 0.0 0.0
C -5.832743 -6.087670 0.119446 -0.1 -0.1 -0.1
C -6.094076 -7.391725 0.175107 0.0 0.1 0.1
C -5.796888 -8.184801 1.392736 0.0 -0.1 0.0
O -6.035962 -9.372906 1.445875 0.0 0.0 0.0
H -4.984198 -8.065881 3.423905 0.0 0.0 0.0
H -4.495435 -5.624606 3.322044 0.0 0.1 0.0
H -6.040838 -5.489715 -0.757897 0.0 0.0 0.1
H -6.530401 -7.931253 -0.655969 0.0 0.0 0.0
```
Forces are in eV/Å.

Output
- 2S+1 = 1
- gap between HOMO and LUMO (eV) = 7.81
- total energy (hartree) = -4052.5291
- net charge = 0

=====

Computed largest force on an atom, in the same sequence as the records: 3.50; 2.22 eV Å⁻¹.